Record 1
Formula: C22H29IrN6O2S
Source: OMol25
Level of theory: ωB97M-V/def2-TZVPD

Computed properties:
- total charge = +2
- E_HOMO (eV) = -13.14
- frontier orbital gap (eV) = 6.243
- ΔE to the lowest compared entry with this formula, charge and spin (eV) = 0.905
- calculated total energy (eV) = -49978.4790

```
61
Properties=species:S:1:pos:R:3:forces:R:3
Ir 0.7778 -0.0697 -0.3193 1.0 0.5 -0.7
C 4.0800 -0.4622 -0.0801 0.0 0.0 0.0
O 2.9059 0.3892 -0.1089 -0.2 0.0 0.0
C 3.1267 1.7723 -0.2055 0.1 0.0 0.1
C 4.3886 2.3344 -0.1163 -0.1 0.0 0.0
C 4.5151 3.7134 -0.1963 0.0 0.0 0.0
C 3.3957 4.5194 -0.3500 0.0 0.0 0.0
C 2.1381 3.9527 -0.4339 0.0 0.0 0.0
C 1.9992 2.5718 -0.3663 -0.1 -0.1 -0.1
N 0.7302 1.9129 -0.4719 -0.3 0.3 0.5
N -0.2936 2.6629 -0.4215 0.0 0.0 -0.5
C -1.5576 2.2077 -0.4587 0.0 -0.1 0.3
C -1.9418 0.8354 -0.5422 0.2 0.1 -0.1
O -1.1041 -0.1501 -0.7721 -0.5 -0.5 0.3
C -3.3024 0.4815 -0.4262 0.0 0.1 -0.2
C -4.2523 1.4489 -0.3059 0.0 0.0 0.0
C -3.9363 2.8356 -0.2894 0.0 0.0 0.0
C -4.9550 3.8053 -0.2131 0.0 0.0 0.0
C -4.6424 5.1386 -0.2401 0.0 0.0 0.0
C -3.3011 5.5343 -0.3392 0.0 0.0 0.0
C -2.2899 4.6044 -0.4050 0.0 0.0 0.1
C -2.5886 3.2353 -0.3755 0.0 0.0 0.0
H 4.6272 -0.2894 0.8448 0.0 0.0 0.0
H 4.7012 -0.2447 -0.9458 0.0 0.0 0.0
H 3.7215 -1.4829 -0.1255 0.0 0.0 0.0
H 5.2695 1.7248 0.0101 0.0 0.0 0.0
H 5.5001 4.1550 -0.1392 0.0 0.0 0.0
H 3.5029 5.5930 -0.4113 0.0 0.0 0.0
H 1.2584 4.5650 -0.5599 0.0 0.0 0.0
H -3.5572 -0.5680 -0.4580 0.0 0.0 0.0
H -5.2950 1.1629 -0.2307 0.0 0.0 0.0
H -5.9855 3.4815 -0.1404 0.0 0.0 0.0
H -5.4237 5.8842 -0.1931 0.0 0.0 0.0
H -3.0579 6.5879 -0.3706 0.0 0.0 0.0
H -1.2635 4.9276 -0.4934 0.0 0.0 0.0
N -0.4163 -0.5627 2.2472 -0.1 0.0 0.0
N 0.6234 0.2210 1.6516 0.0 0.1 0.2
H -0.5550 -0.2625 3.2087 0.0 0.0 0.0
H -0.1345 -1.5354 2.2289 0.0 0.0 0.0
H 1.5370 0.1019 2.0983 0.0 0.0 0.0
H 0.3565 1.1981 1.7881 0.0 0.0 0.0
C 1.9126 -4.1209 1.5912 0.1 0.0 0.0
N 0.8880 -4.5386 0.6390 0.1 0.0 -0.1
C 0.8192 -5.9987 0.4638 0.0 0.0 0.0
C 0.4084 -3.6897 -0.2824 -0.3 0.2 -0.1
S 1.3953 -2.3096 -0.7614 0.1 -0.3 0.4
N -0.7455 -3.9186 -0.8820 -0.1 -0.1 0.0
C -1.2006 -3.1613 -2.0542 0.0 0.0 0.0
C -1.7474 -4.8527 -0.3553 0.0 0.1 0.0
H 1.8810 -4.8075 2.4350 0.0 0.0 0.0
H 1.7124 -3.1164 1.9548 0.0 0.0 0.0
H 2.9107 -4.1478 1.1506 0.0 0.0 0.0
H 1.8402 -6.3783 0.4160 0.0 0.0 0.0
H 0.3240 -6.2516 -0.4666 0.0 0.0 0.0
H 0.3043 -6.4740 1.2974 0.0 0.0 0.0
H -0.3562 -2.8240 -2.6442 0.0 0.0 0.0
H -1.7898 -2.3017 -1.7342 0.0 0.0 0.0
H -1.8195 -3.8209 -2.6583 0.0 0.0 0.0
H -1.5591 -5.0560 0.6943 0.0 0.0 0.0
H -1.7575 -5.7843 -0.9192 0.0 0.0 0.0
H -2.7218 -4.3786 -0.4565 0.0 0.0 0.0
```
Positions in Å, forces in eV/Å.


Record 2
Formula: C22H29N2O3
Source: OMol25
Level of theory: ωB97M-V/def2-TZVPD

Computed properties:
- total charge = +1
- SMILES = CC(=O)c1ccc(OC[C@@H](O)CN2CC[NH+](Cc3ccccc3)CC2)cc1
- E_HOMO (eV) = -11.55
- frontier orbital gap (eV) = 9.350
- ΔE to the lowest compared entry with this formula, charge and spin (eV) = 0.403
- calculated total energy (eV) = -32401.1136

```
56
Properties=species:S:1:pos:R:3:forces:R:3
C 1.4671 4.3125 0.8329 0.3 0.0 0.1
C 1.2203 2.8695 1.1465 -0.1 0.1 -0.1
O 2.1057 2.0366 1.2001 0.0 0.1 0.1
C -0.1819 2.4438 1.3641 -0.3 -0.3 0.2
C -1.2445 2.8887 0.5783 0.3 -0.1 0.2
C -2.4738 2.2712 0.6612 -0.3 -0.3 0.1
C -2.6849 1.2208 1.5589 0.3 0.2 -0.2
O -3.8753 0.5734 1.4619 0.0 0.4 0.0
C -3.9661 -0.7522 1.9389 0.1 -0.6 0.1
C -2.9315 -1.6736 1.2623 0.0 0.7 -0.3
O -3.0216 -3.0014 1.7219 -0.2 -0.3 0.2
C -3.1309 -1.6894 -0.2689 0.0 -0.1 0.4
N -1.9454 -1.8745 -1.0674 0.1 0.1 -0.1
C -1.2463 -0.7521 -1.6234 0.2 0.0 0.1
C 0.0210 -0.3646 -0.8415 -0.8 0.6 -0.4
N 0.8960 -1.5511 -0.7223 0.1 -0.2 -0.2
C 2.2370 -1.2004 -0.1635 0.8 0.1 0.1
C 3.1195 -0.6784 -1.2679 -0.1 0.0 0.0
C 3.5811 0.6303 -1.2550 0.0 0.0 0.1
C 4.3820 1.0916 -2.2868 0.0 0.0 -0.1
C 4.7179 0.2541 -3.3368 0.0 0.0 0.0
C 4.2596 -1.0536 -3.3539 0.0 -0.1 -0.1
C 3.4643 -1.5195 -2.3228 0.0 0.1 0.1
C 0.1772 -2.6245 0.0002 -0.6 -0.7 0.2
C -1.0955 -2.9973 -0.7865 0.1 0.1 0.1
C -1.6676 0.8802 2.4516 -0.2 0.0 0.1
C -0.4241 1.4635 2.3257 0.1 0.2 -0.1
H 2.5284 4.5342 0.9087 0.0 0.0 0.0
H 0.9013 4.9487 1.5090 -0.1 0.1 0.0
H 1.1380 4.5251 -0.1834 -0.1 0.1 -0.1
H -1.0958 3.6784 -0.1410 0.0 0.1 -0.1
H -3.2902 2.5696 0.0233 -0.1 0.0 -0.1
H -4.9773 -1.0772 1.6833 0.1 0.0 0.1
H -3.8519 -0.7930 3.0312 -0.1 0.0 -0.1
H -1.9290 -1.2768 1.4909 -0.3 -0.1 -0.2
H -3.2028 -3.0223 2.6681 0.1 0.0 0.0
H -3.6053 -0.7586 -0.5795 0.0 0.0 0.0
H -3.8179 -2.5140 -0.4845 -0.1 0.1 0.1
H -1.9109 0.1098 -1.6719 0.1 0.0 0.0
H -0.9476 -1.0035 -2.6521 0.0 0.1 0.0
H -0.2251 -0.0157 0.1632 0.1 -0.1 0.0
H 0.5670 0.4245 -1.3614 0.1 -0.1 0.0
H 1.0655 -1.8956 -1.6791 0.0 0.1 0.2
H 2.1183 -0.4470 0.6183 -0.2 -0.1 0.0
H 2.6725 -2.1031 0.2717 -0.2 0.0 0.0
H 3.3266 1.2775 -0.4299 0.0 0.1 0.1
H 4.7460 2.1068 -2.2676 0.0 0.1 0.0
H 5.3432 0.6147 -4.1383 0.1 0.0 -0.1
H 4.5287 -1.7125 -4.1645 0.0 -0.1 -0.1
H 3.1354 -2.5514 -2.3305 0.0 -0.2 0.0
H -0.0624 -2.2656 1.0012 0.1 0.1 0.0
H 0.8236 -3.4993 0.0872 0.1 0.1 0.0
H -1.6629 -3.7320 -0.2159 0.2 -0.1 0.0
H -0.7875 -3.4570 -1.7364 0.1 -0.1 0.0
H -1.8351 0.1584 3.2358 0.0 -0.1 0.0
H 0.3823 1.1648 2.9794 0.1 -0.1 0.0
```
Positions in Å, forces in eV/Å.